The following is a quantum chemistry calculation of 6 unconnected molecules or ions with the total composition C19H8Cl20F6I2O5, from the Open Molecules 2025 dataset.

Values from the calculation:
- calculated total energy (Ha) = -11503.29943
- frontier orbital gap (eV) = 7.800

```
! wB97M-V def2-TZVPD RIJCOSX def2/J DEFGRID3
* xyz 0 1
Cl -7.69352 -1.83039 -0.54813
F -4.72348 0.79760 0.17102
H 3.58065 2.73582 0.73483
Cl 0.45120 -1.90357 4.11549
I 1.53281 0.54972 -2.87405
Cl 3.01654 -6.07349 -2.64650
C -0.14980 3.79654 0.33005
Cl -1.90966 -3.56052 -3.70964
C -7.52398 -1.37940 1.15275
H -1.66980 -1.31341 -0.35419
O -2.53402 -0.66305 1.95145
C 2.11908 4.40136 0.96603
H 3.41238 1.16998 -1.09810
F -3.48267 1.53666 -1.77387
Cl 1.74408 -5.43426 -5.15696
Cl 7.99121 -2.64675 0.06484
O 2.83080 5.35157 1.20515
C 7.52679 -0.94643 0.14287
C 0.54791 3.10084 -0.81508
F -1.53566 1.21200 -0.91579
C 3.39212 -0.47672 0.78181
O 0.09615 3.16055 -1.93224
C 1.69838 -5.18016 -3.41097
Cl -4.73395 -3.06420 -3.33157
C -2.80841 -0.38905 0.80557
Cl 6.62819 -0.65246 1.64037
C -3.43655 0.99889 0.49600
Cl 1.87342 -3.45350 -3.06317
C 2.34375 1.12068 -0.96279
H 0.26730 4.99990 2.02659
Cl 2.35743 -3.86885 5.02344
Cl -2.82717 -0.90445 -3.18713
F -3.88356 3.68173 -0.12683
Cl -8.12947 0.26331 1.38846
H 4.24364 0.02776 0.35549
C -3.22978 -2.41725 -3.99478
O -2.62492 -1.26987 -0.21748
O -2.08605 4.26457 1.57582
H 1.73881 -0.89744 -0.54709
I 0.56236 0.28535 1.50696
C 2.09544 -0.06334 0.03203
H 3.46958 -1.55471 0.70024
Cl 0.15085 -5.75120 -2.77409
C 1.85393 2.45182 -0.45131
Cl 3.07508 -1.07306 4.97691
Cl 6.51774 -0.55166 -1.25755
C 1.75683 -2.22387 5.25729
C 0.63890 4.44211 1.18200
F -3.39863 1.69241 1.63020
Cl -8.45040 -2.50034 2.15660
C -2.74258 1.75741 -0.68204
F -2.44198 3.83467 -1.71833
C -1.63968 3.81669 0.54045
C -2.66113 3.28975 -0.51639
C 2.62167 3.11270 0.41720
Cl 8.97305 0.06435 0.12097
Cl 1.16428 -2.04005 6.91067
H 3.28092 -0.24212 1.82975
Cl -3.41596 -2.14411 -5.73190
Cl -5.82049 -1.44704 1.60866
*
```


The following is a quantum chemistry calculation of a molecular structure, C19H8Cl5NO10S2Sn, from the Open Molecules 2025 dataset.

Values from the calculation:
- calculated total energy (Ha) = -4847.81750
- frontier orbital gap (eV) = 6.737

```
! wB97M-V def2-TZVPD RIJCOSX def2/J DEFGRID3
* xyz -2 1
H -1.71485 -2.18012 -4.93137
C -1.04217 -1.80724 -2.92978
C -1.74430 -3.94787 -3.69172
C 5.04415 3.82302 0.96245
Sn 0.25185 -0.71780 0.28043
S 0.59933 2.80326 1.02379
C -0.63559 -4.04710 -0.03542
C 3.22669 2.47064 0.16720
H 4.56225 5.19299 2.54379
C -0.99583 -3.56079 -1.45570
C 2.37263 3.10096 1.03467
C -2.06327 -0.72395 1.28509
O 0.10700 3.56955 2.15666
H -1.60433 -5.47384 -2.16158
Cl -3.68171 -0.66473 -0.83287
Cl -2.67302 -0.83964 5.26825
N -0.78985 -2.28344 -1.71725
O 3.74135 0.93213 -1.83373
H 5.20777 2.29051 -0.55115
H -2.11051 -4.60076 -4.47375
C -0.67956 -0.34031 -2.95637
Cl -6.07634 -0.42513 1.13998
C 4.18930 4.43544 1.86701
O -0.16990 -3.17569 0.73569
C -2.94273 -0.74177 3.57112
C -1.47542 -4.43605 -2.42704
C 4.56596 2.82175 0.13379
O 0.43163 1.35827 1.27839
C -1.89040 -0.78839 2.66533
O 0.58128 -0.16895 -3.30789
Cl -5.56489 -0.50618 4.19431
S 2.73934 1.04203 -0.78774
O 2.81526 -0.05374 0.18278
C 2.85420 4.06970 1.89747
C -4.46729 -0.57041 1.72658
H 6.08633 4.10769 0.91512
C -4.24335 -0.61065 3.09594
O -0.81698 -5.24114 0.18658
Cl -0.28494 -0.95930 3.22587
H 0.95463 0.58348 -2.74884
C -1.52486 -2.60144 -3.95661
H 2.14739 4.50377 2.58609
C -3.38211 -0.64421 0.85761
O 1.39453 1.19127 -1.34498
O -1.43364 0.52060 -2.59271
O 0.13495 3.29360 -0.24550
*
```


The following is a quantum chemistry calculation of 16 unconnected molecules or ions with the total composition C19H9BCl64O3P, from the Open Molecules 2025 dataset.

Values from the calculation:
- calculated total energy (Ha) = -30773.45681
- frontier orbital gap (eV) = 4.928

```
! wB97M-V def2-TZVPD RIJCOSX def2/J DEFGRID3
* xyz -1 1
Cl 3.06410 -7.11399 1.55863
Cl -2.15641 -2.68577 -0.23140
Cl 0.29173 -7.78238 1.96779
Cl 1.36165 2.45418 -4.02842
Cl -1.02188 -2.62067 2.41231
Cl 3.52075 7.17501 1.17150
H 5.64751 2.45922 2.89351
C -7.64997 -3.51113 -4.36410
Cl 1.70778 5.19705 -3.18319
H 2.26862 -0.83965 2.01757
C 3.40163 -1.17766 -5.16849
Cl -8.42229 -1.78907 0.39369
Cl 4.88623 -1.73581 -5.96475
H 2.14232 0.85641 0.25019
Cl 5.90131 -3.32809 -0.56276
Cl -6.67594 -3.75685 -2.91304
Cl -3.59586 2.40003 4.05947
Cl -6.54460 -6.50217 -0.34706
C 7.08017 5.53672 5.74490
Cl -9.23564 -2.17650 3.13524
Cl -0.86294 2.78279 4.83248
Cl 2.35752 -9.46312 3.08420
Cl 3.92286 -5.26646 -1.39134
Cl 2.26283 0.52036 -9.64192
B 5.13025 0.80371 -0.27202
O 6.02827 0.17141 2.30404
O 4.07331 0.07368 0.29448
Cl -2.48742 8.96938 1.96409
Cl -6.67580 -3.84765 -5.79978
C 2.53836 2.10418 -8.90038
Cl -5.18354 -3.97482 -0.50707
H 7.70037 1.91421 2.09517
C -2.74196 8.04431 3.44776
C 3.03499 0.80927 0.88547
H 3.30817 1.83788 1.11166
H 2.03790 0.75663 2.83720
Cl 1.29692 2.42033 -7.68564
C -7.49249 -10.18954 -1.96727
Cl 3.27986 4.14102 -5.36955
Cl -7.76687 -8.62763 -2.74533
Cl -6.08075 -10.09056 -0.91250
Cl 4.12998 2.12215 -8.13991
Cl -9.04596 -4.59980 -4.33084
Cl -8.91349 -10.62686 -1.01039
Cl 3.77699 3.26057 -2.66340
Cl 4.79972 5.65457 -0.92382
Cl 3.22893 -2.47709 -1.16488
Cl -8.44635 1.86139 -4.60337
Cl 2.46413 3.35527 -10.15121
Cl -7.61313 0.97261 -1.99016
Cl 2.85771 -2.38852 -4.00203
C 4.17090 5.57810 0.72685
Cl 2.71452 6.67628 7.73036
Cl 8.42038 5.72093 6.88552
Cl 1.88537 -6.83058 4.17170
C 5.78790 2.03235 0.34111
Cl -0.84994 -5.03486 0.85315
Cl 0.71659 -2.78995 0.05081
Cl 6.35972 7.11965 5.42388
C -0.81826 -3.26821 0.77312
Cl -9.09637 3.43040 -2.27065
Cl -1.68046 3.34526 2.12623
C 1.90272 -7.79804 2.69483
Cl 2.89356 4.38141 0.88553
Cl 5.51569 5.17141 1.78484
Cl -8.20751 -1.83592 -4.40586
C -1.91519 2.26913 3.50758
Cl 7.66107 4.83920 4.24268
H 3.64173 0.00314 2.73818
Cl 4.99814 -3.38493 -3.31239
C 2.69190 0.13945 2.22455
C 2.53536 3.75915 -3.80708
Cl 2.14098 -0.92797 -6.39355
Cl 3.71444 0.33346 -4.33821
Cl -4.46155 8.05865 3.86371
Cl -9.35061 -4.37545 1.26899
C 4.50913 -3.60146 -1.60469
Cl -1.81380 8.77243 4.76216
H 6.06471 -0.53884 -1.30872
Cl -6.79877 -3.38562 2.17963
H 6.65032 2.29923 -0.27088
P 6.31847 1.60999 1.96843
Cl -3.83278 -6.38645 -1.32369
C -8.88882 1.79119 -2.89395
C 1.61130 6.02088 6.51170
O 5.62371 0.29065 -1.51459
Cl 5.85036 4.45865 6.41230
C -8.44735 -2.93234 1.74430
Cl 2.23064 6.35414 4.89439
Cl 1.39858 4.27563 6.70095
Cl -10.40193 0.89432 -2.71425
Cl 0.03410 6.80135 6.70545
Cl -2.20722 6.38086 3.20612
Cl -1.62170 0.59709 3.01794
C -4.98229 -5.69736 -0.17453
Cl -4.38001 -5.91995 1.47169
Cl -7.21503 -11.42112 -3.20441
*
```


The following is a quantum chemistry calculation of 2 unconnected molecules or ions with the total composition C2, from the Open Molecules 2025 dataset.

Values from the calculation:
- calculated total energy (Ha) = -75.69495
- frontier orbital gap (eV) = 6.264

```
! wB97M-V def2-TZVPD RIJCOSX def2/J DEFGRID3
* xyz 0 1
C 0.00000 0.00000 1.09687
C 0.00000 0.00000 -1.09687
*
```


The following is a quantum chemistry calculation of a molecular structure, C20H10HgN5O2S2Se, from the Open Molecules 2025 dataset.

Values from the calculation:
- calculated total energy (Ha) = -4543.75319
- frontier orbital gap (alpha / beta) (eV) = 5.254 / 6.935

```
! wB97M-V def2-TZVPD RIJCOSX def2/J DEFGRID3
* xyz -2 2
H 3.37342 2.09788 -4.55038
H -5.76391 -3.62351 -0.45120
C -3.79310 -2.78136 -0.28533
C -5.82225 -1.50256 -0.11163
N 7.46337 0.80551 0.86337
C 4.97408 1.07696 1.36362
S 0.50748 1.59998 2.06137
N 1.35007 0.54686 -1.65024
H -5.61039 0.60910 0.22504
C 4.13142 -0.02694 1.25683
H -6.90503 -1.45972 -0.12801
Se -1.33802 -3.47069 -0.33092
O -1.19500 1.45958 -1.12938
C 3.35202 0.66679 -2.93719
C 2.75686 0.07369 1.42634
H -3.13385 0.54775 0.25566
H 4.35407 0.30312 -3.10119
C -0.62440 1.97431 -2.11693
H 1.02517 2.88047 -4.00444
C 2.80812 1.67016 -3.72858
C 2.58409 0.13764 -1.91540
S 1.80538 -1.35650 1.18381
C 3.04614 2.42487 1.93006
C 5.22302 3.47544 1.74708
H 2.60639 3.37097 2.21199
O -1.08084 2.80371 -2.90039
C -5.19099 -2.71873 -0.29580
N -3.07563 -3.90598 -0.45941
N 5.89005 4.41592 1.75261
C 0.82592 1.51028 -2.40025
Hg -0.18010 -0.06428 0.31995
C 6.34301 0.93745 1.10289
C -3.71271 -0.35728 0.11813
N -1.71155 -1.72402 -0.02749
H 2.97025 -0.65624 -1.28988
C -5.09341 -0.33257 0.08967
C 2.19830 1.33408 1.78582
H 4.55551 -0.99132 1.01418
C -3.05305 -1.57211 -0.05994
C 4.41537 2.33314 1.70171
C 1.52655 2.10006 -3.44954
*
```


calculated total energy of number 5 (C20H10HgN5O2S2Se)?
-4543.75319 Ha


What is the formula in the third record?
C19H9BCl64O3P


Number 2 is which compound?
C19H8Cl5NO10S2Sn